A 5-piece molecular cluster, C23H34Br2O15 overall at a distorted geometry, computed with wB97M-V/def2-TZVPD.

As for the energy: -7173.3748 a.u. The calculation puts the strongest force on any atom at 4.7 eV/A. The value obtained for the HOMO-LUMO gap is 9.11 eV. The calculation puts the LUMO energy at -0.0049 eV. Its HOMO energy is -9.1 eV.

Structure (XYZ):
```
74
Properties=species:S:1:pos:R:3:forces:R:3
C -2.4753 -2.9078 -1.5091 -1.1 -0.5 1.0
O -1.5413 -1.8202 -1.2891 0.4 -0.1 -1.3
C -0.9645 -1.3468 -2.5219 -0.7 -0.1 -1.2
C -1.1108 0.2596 -2.7062 0.7 -1.0 0.9
O -0.3622 0.6004 -3.9093 -1.7 1.4 -0.9
C -0.9832 1.7190 -4.5649 0.3 2.8 1.9
O -0.9404 2.8743 -4.0970 -0.1 -4.4 -1.7
C -0.5465 1.0619 -1.4522 -3.3 0.9 1.6
Br 1.4266 1.3591 -1.3073 -2.1 -0.4 -0.3
C -1.4192 1.5635 -0.4439 3.1 -0.2 -1.1
C -0.9042 2.3386 0.8648 -1.0 -1.3 0.4
Br -3.4088 1.3358 -0.5481 2.0 0.2 0.0
H -2.1344 -3.6751 -2.2828 -0.3 1.2 0.9
H -2.5966 -3.4473 -0.4918 0.3 0.9 -1.7
H -3.5029 -2.4709 -1.7914 1.8 -0.8 0.4
H 0.1121 -1.6956 -2.6694 -1.2 0.7 0.5
H -1.5706 -1.8044 -3.3928 1.0 0.8 1.1
H -2.2138 0.4410 -2.9303 1.4 0.1 0.9
H -1.5686 1.5156 -5.5310 1.1 -0.2 1.2
H -1.1149 3.4565 0.8453 0.4 -1.5 -0.2
H 0.1913 2.1003 1.1161 -1.7 0.5 -0.8
H -1.5161 1.8980 1.7381 0.9 0.8 -1.3
C -7.4665 -1.1493 -5.6900 -0.2 -0.4 -0.3
C -6.7134 -1.7053 -4.5002 -0.8 0.6 -0.6
C -5.6313 -0.7945 -3.9986 0.0 0.5 0.4
O -4.7049 -1.7098 -3.4188 -0.1 -0.4 -0.5
C -4.8585 -2.8912 -4.0920 0.6 -1.1 0.0
O -4.1016 -3.8177 -4.0208 -0.7 0.9 -0.1
O -5.9849 -2.8775 -4.8569 0.6 0.0 0.5
H -7.8072 -0.1280 -5.5040 0.1 -0.1 0.1
H -6.8465 -1.1618 -6.5903 0.1 0.1 0.2
H -8.3412 -1.7681 -5.9043 0.0 0.1 0.0
H -7.4124 -1.9709 -3.6997 0.1 0.0 0.0
H -5.9938 -0.0891 -3.2506 0.2 -0.1 0.1
H -5.1202 -0.2428 -4.7942 -0.2 -0.1 -0.1
C 1.1512 -5.8233 2.4854 0.2 -0.5 -0.1
C -0.0667 -5.5818 1.6191 1.0 0.1 0.4
C -0.8899 -4.4070 2.0585 0.0 0.7 -0.1
O -2.1935 -4.7613 1.6053 0.0 -0.5 0.1
C -2.2383 -6.1237 1.5838 -0.9 -0.7 -0.1
O -3.2406 -6.7645 1.4588 0.7 0.5 0.1
O -0.9935 -6.6598 1.7241 -0.7 0.3 -0.1
H 1.7331 -4.9083 2.6186 -0.1 0.0 -0.1
H 0.8665 -6.2129 3.4664 -0.1 0.2 -0.1
H 1.7969 -6.5755 2.0257 0.0 0.1 0.0
H 0.2282 -5.4898 0.5680 -0.1 0.1 0.0
H -0.5628 -3.4737 1.5992 -0.2 0.0 0.0
H -0.9250 -4.2791 3.1452 0.1 -0.1 0.0
C 3.7018 5.4496 -1.7476 -0.5 0.1 -0.1
C 3.9737 5.5756 -0.2638 0.1 0.2 -1.2
C 5.1081 4.7164 0.2096 0.6 0.0 0.0
O 4.7595 4.4764 1.5687 -0.6 -0.1 0.2
C 3.4013 4.5505 1.6406 -0.6 -0.2 0.6
O 2.7536 4.1923 2.5820 0.5 0.3 -0.7
O 2.8762 5.0840 0.5013 0.3 -0.3 0.8
H 4.6164 5.5724 -2.3326 0.0 0.0 0.1
H 3.2508 4.4814 -1.9865 0.2 0.0 0.1
H 2.9876 6.2131 -2.0652 0.1 0.0 0.0
H 4.1310 6.6257 0.0057 0.1 -0.1 0.1
H 6.0713 5.2224 0.1419 -0.1 -0.1 0.2
H 5.1718 3.7530 -0.3063 -0.1 0.1 -0.1
C 3.5803 2.1258 4.7491 -0.2 -0.4 -0.1
C 4.3358 1.5569 5.9310 -0.8 0.6 -0.7
C 5.4229 2.4592 6.4361 0.1 0.5 0.3
O 6.3468 1.5343 7.0027 0.0 -0.5 -0.2
C 6.1885 0.3626 6.3254 0.6 -0.9 0.0
O 6.9433 -0.5637 6.3915 -0.6 0.7 0.0
O 5.0596 0.3840 5.5628 0.6 0.0 0.5
H 3.2440 3.1461 4.9441 0.1 -0.1 0.0
H 4.1958 2.1191 3.8462 0.1 0.2 0.2
H 2.7024 1.5118 4.5331 0.0 0.1 0.0
H 3.6388 1.2870 6.7321 0.1 0.0 0.0
H 5.0663 3.1597 7.1914 0.1 -0.1 0.1
H 5.9329 3.0153 5.6430 -0.2 -0.1 -0.1
```
Forces are in eV/Å.

***

A 2-piece molecular cluster, C23H34F4N2O4 overall at a distorted geometry, computed with wB97M-V/def2-TZVPD.

As for the energy: -1706.3952 a.u. The calculation puts the strongest force on any atom at 6.1 eV/A. The value obtained for the HOMO-LUMO gap is 7.43 eV. The calculation puts the LUMO energy at -1.0131 eV. Its HOMO energy is -8.4 eV.

Structure (XYZ):
```
67
Properties=species:S:1:pos:R:3:forces:R:3
C 0.0367 -2.8116 4.2466 -0.2 -0.7 -0.8
C -0.7319 -3.5819 3.0530 0.6 0.5 1.2
O 0.2567 -3.7826 1.9886 -2.5 1.0 -0.5
C -0.3841 -3.3109 0.7791 1.3 0.4 -2.0
C -0.3226 -1.6980 0.6070 1.3 2.3 0.0
C 1.0790 -0.9980 0.5345 -4.0 0.6 -0.2
C 2.4169 -1.8571 0.6758 0.0 0.4 0.0
C 3.5298 -1.5703 -0.4520 1.0 0.7 1.1
C 4.5734 -2.7957 -0.4525 -0.8 0.1 1.3
O 4.1322 -3.8502 -1.3459 1.6 1.7 -0.5
C 4.4294 -3.4027 -2.7008 0.1 -0.5 -0.7
C 1.0748 0.5864 0.3445 -3.5 -0.3 -0.5
C 2.4285 1.4287 0.2730 0.2 0.1 1.2
F 3.0552 1.4090 -1.0522 -1.1 -0.3 2.0
C 2.2940 2.9709 0.7069 0.1 0.6 -1.0
C 2.0156 3.8272 -0.6584 -1.0 -0.7 0.4
C -0.2760 1.3489 0.2214 1.1 -3.0 0.5
C -1.6911 0.6384 0.3197 2.4 0.1 -0.1
N -2.8457 1.4891 0.2125 -1.2 -5.9 1.0
C -4.0143 0.6856 0.3684 1.4 -0.3 -0.1
C -4.0659 -0.8531 0.5910 2.2 0.3 -0.4
C -5.4841 -1.5781 0.7694 1.4 0.4 0.9
C -6.0380 -2.2944 -0.5508 -1.5 -0.1 0.5
O -7.4960 -2.3736 -0.3828 1.0 0.4 -0.5
C -5.5519 -3.8359 -0.7086 -0.8 0.0 -0.5
F -5.6020 -4.5648 0.5095 0.6 1.7 -3.0
F -6.5060 -4.4803 -1.5786 2.9 1.2 1.8
F -4.2586 -3.8566 -1.2857 -3.0 -0.6 1.5
N -2.8964 -1.6665 0.6452 -1.1 5.0 -0.4
C -1.6883 -0.8958 0.5190 1.0 0.1 0.0
H 0.8793 -3.4918 4.6113 -1.2 0.9 -0.3
H -0.7180 -2.5932 5.0760 1.3 -0.1 -1.0
H 0.5451 -1.8647 3.8266 -1.1 -1.4 0.7
H -1.1176 -4.6142 3.3571 0.5 1.4 -0.2
H -1.6298 -2.9513 2.7047 1.4 -0.9 0.4
H 0.2500 -3.7214 -0.1019 -1.0 0.6 1.5
H -1.4328 -3.7372 0.6333 1.3 0.9 0.4
H 2.8777 -1.5944 1.7083 -0.7 -0.4 -1.6
H 2.2505 -2.9928 0.7007 -0.3 1.8 0.0
H 3.1111 -1.2971 -1.4795 0.5 -0.6 1.5
H 4.1219 -0.6404 -0.0910 -0.9 -1.5 -0.8
H 5.6583 -2.4592 -0.6291 -1.6 -0.5 -0.2
H 4.5614 -3.2492 0.6146 0.0 0.6 -1.7
H 3.5307 -2.8062 -3.0840 1.3 -0.9 0.2
H 4.6603 -4.3374 -3.3394 -0.7 1.5 1.0
H 5.3761 -2.7472 -2.7633 -1.4 -0.9 0.3
H 3.1754 0.9446 1.0095 -1.1 0.5 -1.4
H 1.4463 3.1319 1.4623 1.2 -0.5 -1.2
H 3.2586 3.3469 1.2205 -1.5 -0.8 -0.9
H 2.9617 3.9622 -1.2911 -1.6 -0.1 1.1
H 1.2424 3.1921 -1.2450 1.5 1.1 0.6
H 1.4910 4.8232 -0.4453 1.2 -1.4 -0.2
H -0.2657 2.4934 0.0729 -0.1 -2.2 0.3
H -5.0281 1.2364 0.3076 1.9 -0.9 0.1
H -5.3425 -2.3388 1.6321 -0.3 1.1 -1.6
H -6.2010 -0.7798 1.2011 0.8 -1.4 -1.2
H -5.8723 -1.7086 -1.5159 0.5 -1.0 1.4
H -7.9452 -2.1015 -1.2106 0.6 -0.4 0.7
C 1.2400 8.4859 -2.7406 -0.1 0.1 -0.2
C 1.1279 7.2938 -1.8111 0.2 0.3 0.0
O 2.4228 6.8310 -1.4468 0.1 0.0 0.1
H 1.7981 8.2184 -3.6416 -0.1 0.0 0.1
H 0.2511 8.8478 -3.0326 0.1 0.0 0.0
H 1.7851 9.3027 -2.2584 -0.1 0.0 0.0
H 0.6022 6.4730 -2.3039 0.2 0.0 0.1
H 0.5797 7.5582 -0.9009 -0.2 0.0 -0.1
H 2.8788 7.5592 -1.0036 -0.1 -0.2 -0.1
```
Forces are in eV/Å.

***

C23H34IN3Na3O4S as an isolated structure at a distorted geometry, computed with wB97M-V/def2-TZVPD.

As for the energy: -2544.4610 a.u. The calculation puts the strongest force on any atom at 1.6 eV/A. The value obtained for the HOMO-LUMO gap is 2.40 eV. The total charge is +1. The calculation puts the LUMO energy at -4.6367 eV. Its HOMO energy is -7.0 eV.

Structure (XYZ):
```
69
Properties=species:S:1:pos:R:3:forces:R:3
C 0.4126 -3.0463 0.4487 -0.5 0.4 -0.4
C -1.0699 -3.0256 -0.0060 0.2 -0.2 0.7
C -2.0623 -3.3456 1.1390 -0.1 0.2 -0.5
C -2.7295 -2.0802 1.6735 0.9 -0.2 0.1
C -1.6847 -1.2023 2.3814 -0.7 0.0 -0.1
C -2.3892 -0.1762 3.2729 0.8 0.6 -0.3
C -1.5038 1.0253 3.7332 0.3 -1.2 -0.1
C 0.0046 0.8199 3.5067 0.1 1.2 0.0
C 0.5547 1.2180 2.1460 0.9 -0.5 -0.1
C -0.2666 1.5703 1.0547 -1.3 -0.3 0.8
N 0.1173 1.8673 -0.1511 -0.4 0.3 0.4
C 1.4395 1.8544 -0.2955 0.8 -0.1 -0.8
C 1.9045 2.1547 -1.5837 0.6 0.8 -1.0
C 3.2483 2.1852 -1.8492 0.1 -0.1 0.6
C 4.1661 1.8763 -0.8147 -0.3 0.0 0.1
C 3.7222 1.5461 0.4532 0.7 0.0 -0.3
C 4.7068 1.1513 1.5306 0.5 0.8 -0.3
C 4.7815 2.1851 2.6955 -0.2 -1.1 0.6
C 4.2082 1.7070 4.0390 0.1 0.9 0.2
I 4.9552 -0.1726 4.7832 0.0 0.3 -0.2
C 2.3372 1.5384 0.7394 -0.4 -0.5 0.9
N 1.8818 1.1880 2.0008 -0.3 0.5 -0.9
H 0.5251 -3.4255 1.4618 0.1 -0.2 0.0
H 0.8102 -2.0301 0.4400 0.2 0.0 0.0
H 0.9845 -3.6514 -0.2484 0.3 0.0 0.1
H -1.3022 -2.0431 -0.4140 -0.1 0.0 -0.2
H -1.2001 -3.7522 -0.8015 0.0 0.0 -0.1
H -1.5120 -3.8502 1.9342 -0.2 -0.1 0.2
H -2.8247 -4.0337 0.7771 -0.1 -0.1 0.0
H -3.1013 -1.5228 0.8138 -0.3 0.1 0.1
H -3.5518 -2.2982 2.3546 -0.1 -0.1 0.0
H -1.0911 -0.7408 1.5935 0.1 0.1 0.1
H -1.0104 -1.8138 2.9817 0.0 -0.1 0.0
H -2.7309 -0.6871 4.1691 -0.3 0.0 0.0
H -3.2370 0.2259 2.7217 -0.3 -0.1 0.1
H -1.6631 1.1665 4.7987 0.0 0.3 0.0
H -1.8295 1.9306 3.2228 -0.2 0.2 0.1
H 0.5194 1.4839 4.2105 0.2 -0.1 0.1
H 0.3405 -0.1841 3.7482 -0.1 -0.1 -0.1
H -1.3450 1.5600 1.1921 -0.2 -0.3 -0.1
H 1.1758 2.3416 -2.3847 -0.8 -0.4 -0.2
H 3.5775 2.4113 -2.8655 0.3 -0.5 0.1
H 5.2228 1.8909 -1.0468 0.1 -0.1 0.1
H 4.5132 0.1285 1.8504 -0.1 0.1 0.4
H 5.6889 1.1387 1.0397 0.0 -0.1 -0.2
H 5.8113 2.5397 2.9118 -0.5 0.3 -0.4
H 4.2274 3.0760 2.4121 0.0 0.1 0.0
H 4.4804 2.4439 4.7908 0.1 -0.1 0.2
H 3.1291 1.6697 4.0358 -0.1 -0.5 -0.3
O -1.5047 3.3115 -2.3970 0.4 1.0 0.6
S -1.5055 1.9959 -3.0733 -1.0 -0.2 0.0
O -2.4385 1.9833 -4.2016 0.2 -0.1 0.2
O -1.9080 0.9628 -2.0737 0.3 -0.3 0.3
O -0.1136 1.7198 -3.5379 1.0 0.0 0.0
Na -1.0269 3.6821 2.1263 -0.2 0.2 -0.4
Na 2.8301 4.5074 -2.7397 -0.7 0.0 -0.2
C -3.1331 -3.2576 -5.0313 0.0 0.0 0.0
C -4.0429 -2.0866 -4.6786 0.1 -0.2 0.1
C -4.3242 -1.1693 -5.8728 0.1 0.0 0.3
C -3.0829 -0.5909 -6.3815 -0.7 -0.1 0.1
N -2.1155 -0.1357 -6.7794 0.8 0.1 -0.4
H -2.1516 -2.9118 -5.3574 0.0 0.0 0.0
H -2.9820 -3.8988 -4.1617 0.0 0.0 0.0
H -3.5649 -3.8669 -5.8290 0.0 0.0 0.0
H -3.5869 -1.5045 -3.8756 0.0 0.1 0.0
H -4.9927 -2.4708 -4.2988 0.0 0.1 0.0
H -4.9862 -0.3565 -5.5738 0.0 0.1 0.0
H -4.8098 -1.7234 -6.6788 0.0 0.0 0.0
Na 7.1449 1.0635 3.0539 0.3 -0.6 0.1
```
Forces are in eV/Å.